116
Properties=species:S:1:pos:R:3:mulliken_charge:R:1 method="wB97M-V/def2-TZVPD" charge=-2 e_lumo_ev="4.0 / 4.0" spin_multiplicity=3 s2=2.03 de_lowest_kcal_mol=0.0 e_tot_ev=-107254.7133 homo_lumo_gap_ev="3.59 / 5.68"
Ti 0.031 0.517 -0.083 -1.104
C 1.228 2.639 -5.300 -1.488
N 1.317 1.924 -4.018 1.241
C 0.588 2.041 -2.910 -0.896
N 1.053 1.214 -1.982 0.478
C 2.100 0.606 -2.599 -0.691
N 2.297 1.008 -3.831 -1.215
C -0.102 2.499 -5.994 1.511
C -0.258 1.636 -7.088 -0.958
C -1.531 1.549 -7.691 -0.418
C -2.618 2.232 -7.203 -1.052
C -2.488 3.057 -6.045 -0.104
C -1.167 3.220 -5.513 -0.100
C -3.561 3.598 -5.320 0.294
N -4.889 3.601 -5.464 -0.784
N -5.407 4.115 -4.298 -0.565
C -4.414 4.419 -3.524 0.034
O -3.217 4.164 -4.116 -0.055
C -4.325 4.783 -2.122 0.316
C -5.428 4.954 -1.283 -0.837
C -5.228 5.112 0.078 -0.574
C -3.946 5.081 0.628 -0.630
C -2.842 4.933 -0.203 0.728
C -1.425 4.854 0.310 -0.994
N -0.667 3.765 -0.324 0.779
C -1.051 2.416 0.203 -0.267
N 0.036 2.197 1.201 0.243
C 1.013 3.119 0.926 -0.319
N 0.716 3.996 0.041 -1.229
C -3.046 4.818 -1.566 0.096
H 2.031 2.217 -5.900 0.405
H 1.452 3.690 -5.109 0.326
H -0.256 2.701 -2.788 0.274
H 2.685 -0.166 -2.133 0.575
H 0.574 1.046 -7.450 0.345
H -1.663 0.901 -8.551 0.342
H -3.593 2.111 -7.657 0.454
H -1.016 3.899 -4.684 0.432
H -6.426 4.914 -1.701 0.486
H -6.085 5.221 0.733 0.360
H -3.811 5.148 1.702 0.391
H -1.427 4.743 1.408 0.250
H -0.889 5.778 0.075 0.444
H -2.019 2.515 0.706 0.245
H 1.993 3.056 1.378 0.693
H -2.185 4.664 -2.198 0.437
C 4.188 -2.075 -0.526 -1.466
Si 2.901 -1.223 0.584 0.527
C 3.095 -2.036 2.271 -1.234
C 3.528 0.555 0.752 -0.823
N 1.310 -1.197 -0.026 1.265
C 0.739 -2.213 -0.776 0.468
C 1.286 -3.495 -0.876 -0.519
C 0.797 -4.456 -1.760 -1.255
C -0.275 -4.132 -2.566 -1.061
C -0.885 -2.883 -2.429 -1.098
C -0.478 -1.930 -1.490 -0.046
N -1.139 -0.721 -1.238 2.506
Si -2.551 -0.339 -2.164 0.231
C -2.168 -0.306 -4.013 -0.770
C -3.980 -1.553 -1.885 -1.686
C -3.297 1.313 -1.724 -0.464
H 5.181 -1.699 -0.258 0.418
H 4.025 -1.866 -1.586 0.425
H 4.202 -3.160 -0.414 0.386
H 4.135 -1.999 2.612 0.422
H 2.791 -3.087 2.239 0.287
H 2.467 -1.521 3.000 0.078
H 3.383 0.936 1.764 0.083
H 4.593 0.607 0.512 0.607
H 3.010 1.231 0.065 0.042
H 2.141 -3.739 -0.254 0.236
H 1.268 -5.431 -1.818 0.304
H -0.654 -4.834 -3.300 0.340
H -1.734 -2.666 -3.064 0.219
H -2.415 0.666 -4.452 -0.140
H -2.730 -1.062 -4.568 0.576
H -1.106 -0.490 -4.198 0.261
H -3.702 -2.604 -1.981 0.371
H -4.748 -1.334 -2.634 0.426
H -4.436 -1.409 -0.900 0.357
H -2.632 2.138 -1.975 -0.637
H -3.537 1.391 -0.662 0.227
H -4.221 1.437 -2.299 0.674
C 1.473 1.619 3.809 -1.196
O 1.129 0.769 2.733 0.007
C -0.112 1.029 2.081 1.255
C -1.243 1.248 3.066 -2.296
H 1.313 2.678 3.578 0.449
H 2.534 1.461 4.014 0.205
H 0.905 1.378 4.714 0.236
H -1.267 0.417 3.775 0.259
H -2.203 1.271 2.550 0.454
H -1.155 2.183 3.638 0.439
C -2.590 -1.933 1.640 0.072
N -3.269 -2.612 2.765 0.093
C -2.328 -2.660 3.887 -0.624
N -1.077 -3.349 3.559 0.027
C -0.468 -2.645 2.409 0.666
N -1.365 -2.617 1.266 1.400
C -1.681 -3.979 0.873 -0.738
N -2.331 -4.726 1.972 0.084
C -3.541 -3.990 2.351 -0.725
C -1.418 -4.704 3.119 -0.710
H -2.347 -0.910 1.931 -0.473
H -3.264 -1.902 0.780 -0.431
H -2.807 -3.179 4.725 0.359
H -2.096 -1.638 4.193 0.264
H 0.450 -3.163 2.123 -0.166
H -0.213 -1.621 2.692 -0.969
H -0.762 -4.488 0.579 0.206
H -2.350 -3.956 0.010 0.002
H -4.030 -4.516 3.177 0.348
H -4.221 -3.971 1.495 0.353
H -0.498 -5.225 2.842 0.343
H -1.888 -5.237 3.952 0.366



106
Properties=species:S:1:pos:R:3:mulliken_charge:R:1 method="wB97M-V/def2-TZVPD" charge=+2 e_lumo_ev=-6.4 de_lowest_kcal_mol=18.3 e_tot_ev=-130233.9776 homo_lumo_gap_ev=5.73
Ir 1.824 0.444 0.860 -0.198
C 2.679 -2.069 5.543 -1.270
C 2.601 -0.886 4.644 0.682
C 2.850 0.453 4.873 -1.358
C 2.646 1.115 3.661 0.860
N 2.284 0.216 2.737 0.505
N 2.265 -0.993 3.349 0.396
C 2.797 2.565 3.368 -1.464
H 2.661 -1.747 6.581 0.381
H 3.606 -2.620 5.376 0.303
H 1.842 -2.743 5.374 0.291
H 3.154 0.901 5.803 0.542
H 1.941 -1.816 2.862 0.364
H 3.459 3.024 4.099 0.486
H 1.835 3.076 3.426 0.223
H 3.212 2.729 2.375 0.294
C 3.213 -1.548 -1.895 -0.989
C 3.091 -0.033 -1.947 0.767
N 4.322 0.663 -1.528 0.543
C 5.134 1.270 -2.601 -0.694
C 5.875 0.243 -3.439 -1.186
C 4.709 0.626 -0.265 0.981
C 6.067 1.124 0.136 -1.900
N 3.880 0.154 0.660 -0.073
H 2.313 -2.005 -2.314 0.196
H 3.331 -1.904 -0.873 0.120
H 4.069 -1.884 -2.478 0.495
H 2.251 0.321 -1.319 -1.656
H 2.872 0.307 -2.957 0.690
H 5.819 1.987 -2.157 0.644
H 4.442 1.844 -3.219 0.234
H 6.524 -0.381 -2.824 0.295
H 6.495 0.755 -4.174 0.449
H 5.187 -0.404 -3.984 0.303
H 6.849 0.736 -0.514 0.394
H 6.288 0.835 1.160 0.500
H 6.093 2.214 0.080 0.400
H 4.356 0.119 1.555 0.111
C -1.936 0.435 0.572 0.432
C -3.101 -0.534 0.738 -1.294
As -4.803 0.375 0.270 0.207
C -4.427 0.478 -1.649 0.099
C -4.201 1.732 -2.208 -0.468
C -3.917 1.865 -3.563 -0.528
C -3.885 0.741 -4.374 -0.498
C -4.130 -0.514 -3.828 -0.825
C -4.389 -0.647 -2.472 -0.021
C -5.954 -1.194 0.249 0.144
C -7.127 -1.136 -0.500 -0.328
C -8.012 -2.203 -0.503 -0.642
C -7.738 -3.338 0.250 -0.460
C -6.578 -3.399 1.006 -0.708
C -5.688 -2.331 1.006 -0.031
P -0.325 -0.417 0.679 1.006
C -0.238 -1.382 -0.856 1.387
C -0.391 -0.608 -2.013 0.166
C -0.412 -1.197 -3.266 -0.590
C -0.296 -2.575 -3.384 -1.025
C -0.133 -3.352 -2.245 -1.028
C -0.098 -2.762 -0.989 -1.017
C -0.542 -1.338 2.236 0.755
C -0.765 -0.488 3.327 -0.306
C -1.029 -0.996 4.585 -0.750
C -1.060 -2.373 4.785 -0.787
C -0.830 -3.225 3.718 -1.031
C -0.583 -2.713 2.445 -0.677
H -1.954 1.218 1.331 0.966
H -1.970 0.923 -0.400 -1.057
H -3.167 -0.851 1.780 0.668
H -2.984 -1.423 0.112 0.723
H -4.281 2.619 -1.588 0.394
H -3.762 2.848 -3.989 0.495
H -3.700 0.843 -5.435 0.463
H -4.132 -1.390 -4.464 0.466
H -4.598 -1.628 -2.059 0.472
H -7.354 -0.256 -1.092 0.395
H -8.919 -2.147 -1.090 0.396
H -8.430 -4.169 0.248 0.394
H -6.365 -4.277 1.602 0.391
H -4.791 -2.399 1.609 0.355
H -0.520 0.466 -1.942 -0.617
H -0.549 -0.580 -4.145 0.526
H -0.331 -3.042 -4.359 0.454
H -0.034 -4.425 -2.330 0.463
H 0.050 -3.401 -0.135 0.281
H -0.727 0.588 3.194 0.290
H -1.214 -0.321 5.410 0.480
H -1.272 -2.776 5.766 0.432
H -0.862 -4.297 3.860 0.490
H -0.447 -3.414 1.638 0.282
C -1.267 3.423 -0.954 -0.204
Si 0.592 3.404 -1.031 0.018
C 1.197 2.790 -2.698 -0.520
C 1.222 5.132 -0.702 -1.261
C 1.493 2.432 0.343 -0.281
H -1.614 4.242 -1.590 0.564
H -1.642 3.619 0.053 0.431
H -1.736 2.520 -1.335 -0.609
H 0.863 3.461 -3.492 0.571
H 0.828 1.794 -2.950 0.118
H 2.290 2.768 -2.735 -0.091
H 0.949 5.796 -1.526 0.364
H 2.307 5.175 -0.599 0.336
H 0.778 5.543 0.207 0.353
H 1.246 2.946 1.276 0.411
H 2.559 2.649 0.156 0.353